Record 1
{"formula": "C30H38CdN4O2", "method": "the ωB97M-V functional and the def2-TZVPD basis", "species": ["Cd", "N", "N", "C", "C", "C", "C", "H", "H", "H", "C", "C", "H", "H", "H", "C", "C", "H", "H", "H", "C", "H", "H", "H", "C", "H", "H", "H", "C", "H", "C", "H", "C", "H", "C", "H", "C", "C", "H", "C", "C", "H", "C", "H", "N", "C", "C", "C", "H", "C", "C", "H", "H", "H", "C", "H", "C", "C", "H", "H", "H", "C", "H", "H", "H", "N", "C", "C", "O", "O", "H", "H", "H", "H", "H"], "xyz": [[0.094, 0.788, -0.871], [-3.298, -2.156, 1.351], [-1.357, -1.585, -1.248], [2.319, 0.648, -0.288], [2.477, -0.672, 0.254], [1.945, -0.677, 1.566], [1.972, -1.824, 2.508], [2.041, -2.777, 1.969], [1.070, -1.849, 3.134], [2.842, -1.760, 3.181], [1.455, 0.613, 1.875], [0.916, 1.042, 3.184], [1.729, 1.184, 3.914], [0.232, 0.287, 3.597], [0.364, 1.986, 3.102], [1.684, 1.460, 0.744], [1.693, 2.949, 0.752], [1.418, 3.327, 1.746], [0.985, 3.370, 0.020], [2.699, 3.324, 0.504], [3.115, -1.811, -0.442], [4.160, -1.943, -0.117], [3.114, -1.655, -1.530], [2.575, -2.746, -0.232], [3.025, 1.207, -1.482], [2.324, 1.712, -2.171], [3.527, 0.413, -2.050], [3.779, 1.951, -1.177], [-3.748, -2.484, 2.549], [-4.756, -2.146, 2.817], [-2.982, -3.205, 3.487], [-3.428, -3.455, 4.447], [-1.682, -3.591, 3.138], [-1.054, -4.186, 3.801], [-1.181, -3.166, 1.908], [-0.183, -3.417, 1.563], [-1.962, -2.292, 1.080], [-1.207, -1.489, 0.129], [-0.187, -1.223, 0.467], [-1.445, -0.357, -1.953], [-0.733, -2.512, -2.121], [-0.475, -3.505, -1.786], [-0.627, -1.940, -3.334], [-0.286, -2.368, -4.268], [-1.130, -0.649, -3.271], [-1.198, 0.416, -4.199], [-0.094, 0.775, -4.987], [-0.019, 2.108, -5.420], [0.860, 2.423, -5.989], [-1.000, 3.055, -5.100], [-0.831, 4.516, -5.422], [-0.651, 5.091, -4.500], [-1.739, 4.928, -5.884], [0.017, 4.682, -6.095], [-2.145, 2.641, -4.412], [-2.934, 3.367, -4.186], [-2.235, 1.337, -3.904], [-3.237, 0.911, -2.942], [-3.839, 0.052, -3.270], [-3.860, 1.700, -2.521], [-2.433, 0.246, -1.854], [1.042, -0.159, -5.256], [0.710, -1.113, -5.683], [1.636, -0.362, -4.352], [1.714, 0.313, -5.982], [-3.597, 2.856, 1.736], [-3.062, 3.484, 0.494], [-1.913, 2.582, 0.087], [-1.286, 2.811, -0.996], [-1.669, 1.623, 0.891], [-4.444, 2.318, 1.528], [-3.856, 3.542, 2.445], [-2.846, 2.195, 2.046], [-3.832, 3.522, -0.277], [-2.712, 4.495, 0.708]], "forces_ev_per_angstrom": [[-0.897, -0.065, -0.171], [-0.332, 0.784, -0.237], [-0.570, 0.136, -1.982], [0.470, -0.592, 1.394], [-0.337, 1.410, 0.419], [0.201, 0.829, -0.618], [-0.088, -0.303, 0.269], [-0.040, 0.087, 0.160], [0.167, -0.098, -0.115], [-0.062, -0.081, -0.011], [0.761, 0.036, -1.404], [-0.286, 0.011, 0.443], [-0.155, 0.031, 0.047], [0.060, 0.190, -0.029], [0.040, -0.172, 0.050], [0.687, -1.170, 0.643], [-0.257, 0.479, -0.196], [0.049, 0.019, -0.220], [0.238, 0.138, 0.223], [-0.156, 0.081, 0.080], [0.119, -0.415, -0.209], [-0.100, -0.118, -0.124], [-0.007, -0.163, 0.231], [0.158, 0.098, -0.161], [-0.041, 0.250, -0.381], [0.378, -0.058, 0.044], [-0.087, 0.197, 0.078], [0.000, -0.116, -0.106], [0.894, -0.768, -0.210], [0.086, -0.328, -0.230], [-0.334, 0.204, 0.363], [0.138, 0.011, -0.016], [0.131, 0.417, -0.827], [-0.211, -0.009, -0.015], [-0.434, 0.061, 1.086], [-0.166, -0.043, 0.177], [1.265, 0.543, -0.467], [-0.449, -1.537, 1.835], [-0.090, -0.742, -0.110], [1.387, -1.155, 1.862], [-0.475, 0.355, 0.727], [-0.013, 0.059, -0.077], [0.203, -0.179, -0.510], [-0.054, 0.030, 0.248], [-0.422, -0.617, -1.360], [0.990, -0.213, 0.236], [-0.781, 0.585, 0.373], [0.115, 0.020, -0.205], [-0.146, -0.059, 0.049], [-0.642, -0.302, 0.170], [0.006, 0.103, -0.025], [0.010, -0.104, -0.195], [0.185, -0.032, 0.021], [-0.098, 0.036, 0.019], [0.945, 0.300, -0.147], [0.241, -0.274, 0.020], [-1.022, 0.118, 0.682], [-1.950, 1.149, -1.624], [0.324, -0.106, 0.392], [-0.204, 0.299, -0.240], [0.400, 0.146, -0.129], [0.497, -0.036, -0.126], [0.106, 0.151, 0.118], [-0.291, -0.084, -0.167], [-0.004, -0.102, 0.053], [-1.084, 0.524, 0.141], [-0.094, 0.093, -0.143], [2.054, -1.369, -1.320], [-1.325, 0.554, 1.949], [-0.347, 1.472, -0.375], [0.198, -0.144, 0.008], [0.081, 0.071, 0.124], [0.377, -0.348, -0.390], [0.113, -0.050, 0.103], [-0.023, -0.124, 0.037]], "mulliken_charge": [0.9468, -0.4945, 0.5293, -0.2053, 1.3975, 0.0915, -1.5786, 0.3537, 0.2633, 0.2938, 1.2817, -2.0995, 0.2926, 0.3592, 0.3708, 0.4263, -1.3301, 0.4423, 0.0951, 0.2445, -1.9061, 0.2626, 0.4718, 0.3509, -1.3840, 0.1483, 0.3416, 0.2790, -0.4215, 0.3347, -0.3972, 0.3346, -0.5446, 0.3578, -0.4585, 0.6157, -0.4477, -0.0706, 0.0088, -1.8062, -0.7866, 0.5130, -0.3856, 0.4199, 0.7148, -0.4995, 1.6142, -1.1398, 0.1114, 1.0735, -1.5003, 0.2495, 0.3355, 0.3488, -1.1003, 0.2563, 1.0979, -1.7231, 0.3327, 0.3147, 0.8181, -1.4842, 0.3105, 0.1341, 0.4312, -0.2868, -1.8176, 1.6850, -0.7516, -1.2124, 0.6023, 0.9148, 0.0093, 0.2168, 0.4339], "homo_energy_ev": [1.90, 1.92], "gap_ev": [2.07, 2.04], "relative_energy_kj_mol": 427.86, "multiplicity": 1, "mol_weight_g_mol": 599.072, "e_tot_ev": -46337.8647, "charge": -2}

---

Record 2
{"formula": "C30H38CrN9O8S2Si", "method": "the ωB97M-V functional and the def2-TZVPD basis", "species": ["Cr", "C", "Si", "C", "N", "C", "C", "C", "C", "C", "C", "C", "C", "C", "C", "C", "C", "C", "C", "C", "C", "C", "H", "H", "H", "H", "H", "H", "H", "H", "H", "H", "H", "H", "H", "H", "H", "H", "H", "H", "H", "H", "H", "H", "H", "H", "N", "N", "C", "N", "N", "N", "O", "O", "H", "H", "H", "H", "H", "O", "S", "O", "O", "C", "N", "C", "C", "C", "N", "C", "C", "C", "N", "C", "C", "H", "H", "H", "H", "H", "H", "C", "S", "O", "O", "O", "H", "H", "H"], "xyz": [[0.347, 0.433, -0.227], [1.042, 2.448, -0.225], [-0.231, 3.495, 0.528], [-1.765, 2.764, -0.307], [-1.769, 1.281, -0.133], [-2.488, 0.623, -1.258], [-3.925, 1.118, -1.430], [-4.656, 1.238, -0.079], [-3.897, 0.480, 1.002], [-2.464, 0.981, 1.166], [-0.266, 3.308, 2.405], [-1.320, 3.792, 3.184], [-1.331, 3.641, 4.562], [-0.270, 3.007, 5.198], [0.795, 2.530, 4.448], [0.791, 2.679, 3.065], [-0.224, 5.348, 0.158], [-0.469, 5.808, -1.140], [-0.397, 7.157, -1.458], [-0.070, 8.083, -0.477], [0.182, 7.651, 0.817], [0.103, 6.299, 1.127], [2.048, 2.549, 0.186], [1.123, 2.713, -1.291], [-1.637, 2.989, -1.372], [-2.731, 3.186, -0.013], [-2.458, -0.453, -1.084], [-1.919, 0.822, -2.170], [-4.438, 0.414, -2.087], [-3.928, 2.082, -1.943], [-5.671, 0.844, -0.161], [-4.759, 2.289, 0.205], [-3.871, -0.579, 0.753], [-4.400, 0.572, 1.968], [-1.891, 0.243, 1.714], [-2.466, 1.900, 1.748], [-2.153, 4.297, 2.704], [-2.162, 4.021, 5.144], [-0.270, 2.894, 6.275], [1.636, 2.055, 4.939], [1.628, 2.299, 2.489], [-0.714, 5.102, -1.927], [-0.591, 7.485, -2.471], [-0.006, 9.136, -0.722], [0.442, 8.367, 1.587], [0.302, 5.980, 2.144], [0.278, -0.858, 2.739], [0.790, -2.153, 2.638], [0.975, -2.694, 1.408], [1.272, -3.991, 1.348], [0.882, -1.842, 0.400], [0.884, -2.304, -0.866], [0.434, -1.477, -1.669], [1.314, -3.390, -1.204], [0.696, -0.381, 3.526], [-0.733, -0.889, 2.809], [0.593, -2.806, 3.383], [0.950, -4.572, 2.104], [1.234, -4.394, 0.422], [9.985, -1.931, 2.210], [9.478, -0.573, 2.287], [8.388, -0.380, 3.224], [10.487, 0.467, 2.301], [8.702, -0.372, 0.646], [9.521, -0.309, -0.410], [8.945, -0.182, -1.592], [7.568, -0.109, -1.763], [6.809, -0.183, -0.608], [7.379, -0.318, 0.587], [5.322, -0.100, -0.594], [4.549, -0.050, -1.747], [3.172, 0.044, -1.640], [2.542, 0.085, -0.469], [3.284, 0.026, 0.643], [4.658, -0.063, 0.631], [9.608, -0.131, -2.451], [7.138, 0.001, -2.748], [4.995, -0.086, -2.731], [2.546, 0.079, -2.523], [2.735, 0.056, 1.577], [5.234, -0.112, 1.545], [-3.819, -3.539, 1.464], [-2.443, -3.161, 0.391], [-2.997, -3.091, -0.948], [-1.486, -4.240, 0.616], [-1.932, -1.861, 0.859], [-4.172, -4.537, 1.213], [-4.611, -2.812, 1.297], [-3.484, -3.507, 2.499]], "forces_ev_per_angstrom": [[0.498, 0.199, 0.178], [0.085, 0.119, -0.048], [-0.031, 0.024, -0.037], [0.003, -0.011, -0.047], [0.006, -0.183, 0.043], [0.067, 0.015, -0.038], [0.000, 0.015, -0.024], [-0.003, 0.019, 0.010], [-0.018, -0.010, -0.005], [-0.083, 0.016, -0.018], [0.007, -0.019, -0.030], [0.010, 0.022, 0.016], [0.003, -0.004, -0.003], [0.003, -0.001, -0.004], [0.000, -0.001, -0.003], [-0.020, -0.048, -0.001], [0.016, -0.010, 0.027], [-0.014, 0.005, -0.010], [-0.003, 0.001, 0.001], [0.002, -0.004, 0.007], [-0.007, 0.004, -0.001], [-0.029, 0.004, 0.005], [-0.015, 0.013, 0.033], [-0.013, -0.022, -0.008], [0.014, -0.046, -0.009], [0.013, 0.041, -0.037], [-0.043, -0.031, 0.038], [0.024, -0.026, 0.008], [0.009, -0.022, 0.018], [-0.009, -0.011, -0.015], [-0.001, 0.008, -0.003], [0.022, 0.001, -0.001], [0.008, -0.019, -0.009], [0.002, -0.004, -0.004], [-0.002, -0.060, -0.008], [0.033, -0.004, 0.015], [0.005, 0.004, -0.002], [0.000, 0.000, 0.000], [-0.002, -0.001, 0.001], [-0.001, 0.002, 0.004], [0.000, 0.008, -0.003], [0.009, -0.002, 0.000], [0.000, -0.001, 0.000], [-0.005, 0.000, 0.001], [0.002, 0.001, -0.001], [0.009, -0.002, -0.002], [0.006, 0.038, -0.005], [0.069, 0.006, -0.035], [-0.099, -0.048, 0.084], [0.094, 0.031, 0.005], [-0.258, 0.065, -0.166], [-0.074, -0.042, -0.006], [-0.014, 0.100, -0.105], [-0.014, 0.001, -0.019], [-0.021, -0.016, 0.017], [-0.031, -0.015, -0.037], [0.005, -0.006, 0.003], [-0.041, -0.017, -0.013], [-0.019, -0.023, 0.008], [0.003, 0.005, -0.004], [0.002, 0.012, 0.000], [-0.012, -0.004, -0.015], [-0.006, -0.014, 0.002], [0.025, 0.002, 0.022], [-0.010, -0.018, -0.010], [0.002, 0.005, 0.009], [-0.013, -0.016, -0.014], [0.071, 0.004, 0.010], [-0.035, 0.018, -0.005], [-0.051, 0.010, -0.010], [0.023, -0.004, 0.004], [-0.003, 0.006, 0.002], [-0.229, 0.009, -0.002], [0.021, 0.029, -0.001], [0.000, -0.023, 0.016], [0.001, -0.005, 0.000], [-0.002, 0.015, 0.004], [-0.003, -0.001, -0.001], [0.005, 0.003, 0.000], [0.001, -0.016, 0.003], [0.005, 0.009, -0.001], [0.012, -0.004, -0.033], [-0.065, 0.055, 0.058], [-0.010, 0.001, -0.032], [0.069, -0.021, 0.011], [0.023, -0.130, 0.229], [-0.006, 0.002, -0.002], [0.016, 0.023, 0.006], [0.011, -0.006, -0.005]], "lowdin_spin": [3.8782, -0.0189, 0.0004, 0.0041, 0.0010, 0.0104, 0.0014, 0.0005, 0.0006, 0.0069, 0.0023, 0.0004, 0.0003, 0.0004, 0.0003, 0.0023, -0.0010, -0.0004, 0.0001, -0.0003, 0.0000, -0.0003, 0.0015, 0.0078, 0.0004, -0.0002, 0.0014, 0.0038, 0.0000, 0.0001, 0.0001, 0.0000, 0.0001, 0.0001, 0.0025, 0.0001, 0.0000, 0.0000, 0.0000, 0.0000, 0.0010, 0.0001, 0.0000, 0.0000, 0.0000, 0.0000, 0.0141, 0.0006, 0.0027, 0.0008, 0.0175, 0.0053, 0.0264, 0.0082, 0.0000, 0.0000, 0.0003, 0.0001, 0.0001, 0.0000, 0.0000, 0.0000, 0.0000, -0.0001, 0.0005, 0.0000, 0.0005, 0.0001, 0.0004, 0.0028, -0.0008, 0.0048, -0.0073, 0.0068, -0.0004, 0.0000, 0.0000, -0.0002, 0.0017, 0.0024, -0.0002, 0.0003, 0.0005, 0.0000, 0.0000, 0.0046, 0.0000, 0.0000, 0.0000], "homo_energy_ev": [-5.55, -5.55], "gap_ev": [7.13, 7.12], "relative_energy_kj_mol": 0.00, "s_squared": 6.03, "multiplicity": 5, "mol_weight_g_mol": 796.905, "e_tot_ev": -119487.5524, "charge": -1}

---

Question: Among the records above, which one has the highest multiplicity?
Answer: C30H38CrN9O8S2Si

---

Question: Which of these has the lowest multiplicity?
Answer: C30H38CdN4O2

---

Question: Number 1 is which compound?
Answer: C30H38CdN4O2